Density functional theory data (ωB97M-V/def2-TZVPD) for an isolated molecule of C17H13N3O2.

## Properties
Relative energy (zero: lowest compared OMol25 entry of this formula, charge and spin)   276.5 kcal per mole
LUMO energy   -0.357 eV
Kohn-Sham gap   0.285 hartree
SMILES   O=[N+]([O-])c1cccc(N/N=C/c2cccc3ccccc23)c1

```
35
Properties=species:S:1:pos:R:3:nbo_charge:R:1
O 6.51028 1.61611 0.39537 -0.401
N 6.47666 0.41871 0.09765 0.560
O 7.39815 -0.26761 -0.03791 -0.312
C 5.03683 -0.11307 -0.04977 0.025
C 3.94458 0.62255 -0.04350 -0.224
C 2.56100 0.23251 0.04105 0.181
C 2.32158 -1.16931 -0.10004 -0.246
C 3.46371 -1.87983 -0.51498 -0.164
C 4.73012 -1.40866 -0.36684 -0.245
H 5.67413 -2.13305 -0.37673 0.232
H 3.25124 -2.74749 -0.57107 0.183
H 1.29563 -1.30434 -0.47219 0.230
N 1.58449 1.00324 0.00963 -0.341
N 0.31771 0.86322 0.08634 -0.223
C -0.65318 1.61895 0.00785 0.095
C -2.12574 1.31026 0.17866 -0.204
C -2.86704 2.26452 -0.04454 -0.085
C -4.31990 2.21809 -0.15335 -0.192
C -4.73092 1.12814 -0.28098 -0.208
C -4.05251 -0.07045 0.07829 0.004
C -4.63739 -1.41344 -0.09026 -0.209
C -3.93028 -2.41901 0.34824 -0.179
C -2.43474 -2.25464 0.42273 -0.185
C -1.91067 -1.08079 0.49944 -0.245
C -2.61842 0.19966 -0.13438 0.021
H -0.70304 -0.99718 0.45891 0.237
H -1.81128 -3.43082 0.53637 0.204
H -4.21794 -3.33719 0.19005 0.194
H -5.74029 -1.53968 -0.00828 0.216
H -5.86688 0.84782 -0.26213 0.192
H -4.89352 3.25674 -0.40993 0.223
H -2.51701 3.39880 -0.25200 0.200
H -0.36486 2.74090 0.26899 0.114
H 1.74448 2.04926 0.24319 0.330
H 4.08504 1.77709 0.30614 0.222
```

Density functional theory data (ωB97M-V/def2-TZVPD) for a cluster of 3 separate species, CH3NO2 in total.

## Properties
Relative energy (zero: lowest compared OMol25 entry of this formula, charge and spin)   103.9 kcal per mole
Charge   -2
LUMO energy   4.706 eV
Kohn-Sham gap   0.116 hartree

```
7
Properties=species:S:1:pos:R:3:nbo_charge:R:1
C 4.05625 -2.27222 2.94059 -0.396
N 2.32328 -3.95304 1.68727 0.319
O 1.22386 -4.26779 2.06224 -0.496
O 2.97779 -4.69716 0.87252 -0.593
H 3.93006 -3.10240 3.84802 0.083
H -6.96718 5.13159 -7.75879 -1.000
H 4.82599 -2.70518 2.23618 0.083
```

Density functional theory data (ωB97M-V/def2-TZVPD) for a structure of composition C22H20BrF3O2Zn.

## Properties
LUMO energy   0.269 eV
Kohn-Sham gap   0.320 hartree

```
49
Properties=species:S:1:pos:R:3:nbo_charge:R:1
Zn -0.88575 -0.77095 -0.32107 1.518
C 0.32752 0.91023 2.87339 -0.601
C 1.50217 -0.07156 2.95719 -0.246
C 1.18771 -1.19834 3.93306 -0.612
C 1.90328 -0.55011 1.57427 -0.029
C 2.46809 0.36047 0.68063 -0.199
C 2.85728 -0.01835 -0.59234 -0.215
C 2.66669 -1.32262 -1.04208 -0.025
C 3.11461 -1.74629 -2.41647 -0.636
C 2.09551 -2.23427 -0.15997 -0.260
C 1.74377 -1.86129 1.13708 -0.170
H 0.09424 1.30858 3.86282 0.211
H -0.56641 0.40617 2.49776 0.214
H 0.54833 1.75193 2.21519 0.207
H 2.36638 0.47741 3.34651 0.204
H 0.29801 -1.75097 3.62229 0.221
H 0.99131 -0.78234 4.92240 0.213
H 2.01855 -1.90077 4.02470 0.209
H 2.61324 1.38906 0.99332 0.213
H 3.29741 0.71720 -1.25701 0.213
H 4.15184 -2.08819 -2.39653 0.226
H 3.06166 -0.92003 -3.12703 0.214
H 2.50492 -2.56528 -2.79880 0.221
H 1.96334 -3.26486 -0.47189 0.218
H 1.34599 -2.61224 1.80665 0.215
Br -3.25880 0.44254 0.53140 0.043
C -2.87468 1.88218 -0.65409 -0.085
C -3.75524 2.91962 -0.63070 -0.229
C -3.56351 4.01630 -1.49751 -0.210
C -2.51497 4.01076 -2.36457 -0.175
C -1.60290 2.92585 -2.40185 -0.089
C -0.54981 2.92647 -3.34929 -0.172
C 0.32067 1.88480 -3.41357 -0.222
C 0.19853 0.81221 -2.50287 -0.220
C -0.78232 0.75390 -1.54251 -0.594
C -1.73926 1.82270 -1.51202 -0.017
H -4.60054 2.89709 0.04322 0.228
H -4.26028 4.84375 -1.47267 0.220
H -2.36271 4.83557 -3.05106 0.214
H -0.46763 3.76529 -4.03086 0.210
H 1.10990 1.87505 -4.15575 0.214
H 0.91941 0.01046 -2.57549 0.205
F -1.33666 -4.97034 1.47298 -0.313
C -2.22280 -3.96784 1.54983 0.896
F -2.45684 -3.72123 2.83390 -0.304
F -3.36080 -4.36544 0.98283 -0.305
C -1.65638 -2.73839 0.81843 0.671
O -1.66114 -2.74051 -0.43227 -0.734
O -1.19091 -1.78338 1.49037 -0.757
```

Density functional theory data (ωB97M-V/def2-TZVPD) for a cluster of 2 separate species, C3H5NS2 in total.

## Properties
Relative energy (zero: lowest compared OMol25 entry of this formula, charge and spin)   50.1 kcal per mole
LUMO energy   -0.227 eV
Kohn-Sham gap   0.302 hartree
SMILES   N=C=S.CC=S

```
11
Properties=species:S:1:pos:R:3:nbo_charge:R:1
C -2.10161 -0.93931 0.19861 0.223
C 0.54563 0.78598 0.47384 -0.210
C 1.35246 0.38146 -0.67246 -0.704
N -0.92149 -1.12908 0.39989 -0.705
S -3.39846 -0.55308 -0.55335 0.082
S -0.52138 2.03063 0.42271 -0.028
H 0.71251 0.23887 1.41930 0.179
H 2.18257 1.22951 -0.73031 0.257
H 0.69736 0.36754 -1.53699 0.249
H 1.78680 -0.65699 -0.48501 0.213
H -0.33439 -1.75555 1.06376 0.446
```

HOMO for the records above, in order: -8.099 1.545 -8.435 -8.432 eV
F_max for the records above, in order: 0.382 0.063 0.006 0.062 Eh/bohr